Model 1:
{"formula": "C26H27N3O3", "method": "ωB97M-V/def2-TZVPD", "smiles": "CCN1C=C(Cc2ccc(OC)cc2)C2=C(C1)[C@@H](c1ccc(OC)cc1)C(C#N)=C(N)O2", "orbital_gap_ev": 7.71, "homo_ev": -7.082, "symbols": ["C", "C", "N", "C", "C", "C", "C", "C", "C", "C", "O", "C", "C", "C", "C", "C", "C", "C", "C", "C", "C", "C", "O", "C", "C", "C", "C", "C", "N", "C", "N", "O", "H", "H", "H", "H", "H", "H", "H", "H", "H", "H", "H", "H", "H", "H", "H", "H", "H", "H", "H", "H", "H", "H", "H", "H", "H", "H", "H"], "positions_angstrom": [[4.62, -0.99, 3.75], [3.09, -0.85, 3.84], [2.53, -0.29, 2.64], [2.21, 1.02, 2.55], [1.87, 1.63, 1.40], [1.29, 3.02, 1.33], [-0.19, 2.84, 1.06], [-1.00, 2.27, 2.03], [-2.33, 1.96, 1.78], [-2.87, 2.21, 0.52], [-4.15, 1.92, 0.14], [-5.01, 1.36, 1.10], [-2.06, 2.80, -0.46], [-0.75, 3.11, -0.19], [1.81, 0.80, 0.21], [1.93, -0.53, 0.27], [2.19, -1.22, 1.58], [1.67, -1.40, -0.93], [0.24, -1.91, -0.88], [-0.81, -1.01, -0.74], [-2.13, -1.44, -0.73], [-2.41, -2.79, -0.86], [-3.67, -3.33, -0.87], [-4.77, -2.45, -0.77], [-1.36, -3.70, -1.00], [-0.06, -3.26, -1.02], [1.87, -0.56, -2.17], [2.09, -1.21, -3.39], [2.31, -1.75, -4.38], [1.78, 0.79, -2.12], [1.77, 1.60, -3.23], [1.65, 1.49, -0.98], [4.89, -1.65, 2.93], [5.01, -1.41, 4.67], [5.07, -0.02, 3.58], [2.64, -1.83, 4.02], [2.84, -0.20, 4.68], [2.29, 1.58, 3.47], [1.75, 3.59, 0.52], [1.45, 3.53, 2.27], [-0.59, 2.05, 3.00], [-2.92, 1.52, 2.56], [-5.96, 1.21, 0.59], [-4.64, 0.40, 1.47], [-5.16, 2.03, 1.95], [-2.49, 3.00, -1.43], [-0.14, 3.56, -0.96], [3.01, -1.94, 1.45], [1.29, -1.82, 1.87], [2.35, -2.26, -0.94], [-0.61, 0.05, -0.63], [-2.91, -0.70, -0.62], [-5.65, -3.09, -0.84], [-4.78, -1.72, -1.58], [-4.78, -1.93, 0.19], [-1.60, -4.74, -1.11], [0.74, -3.97, -1.14], [2.05, 1.18, -4.10], [2.00, 2.57, -3.08]], "mulliken_charge": [-1.099, -0.793, 0.307, -0.295, -0.504, -1.630, 0.355, -0.568, -0.502, 0.667, -0.450, -0.864, -0.661, -0.016, 0.836, 0.269, -0.801, -0.154, -0.304, 0.006, -0.585, 0.924, -0.510, -0.714, -0.878, -0.176, -0.449, -0.626, -0.618, 0.997, -0.507, -0.478, 0.300, 0.410, 0.276, 0.357, 0.389, 0.448, 0.270, 0.551, 0.404, 0.425, 0.241, 0.295, 0.380, 0.416, 0.350, 0.247, 0.322, 1.020, 0.222, 0.356, 0.273, 0.311, 0.237, 0.430, 0.447, 0.240, 0.201]}

=====

Model 2:
{"formula": "C26H27N3O3", "method": "ωB97M-V/def2-TZVPD", "smiles": "CC(=O)N1CCN(c2ccc(NC(=O)c3ccc(OCc4ccccc4)cc3)cc2)CC1", "orbital_gap_ev": 8.11, "homo_ev": -7.547, "symbols": ["C", "C", "O", "N", "C", "C", "N", "C", "C", "C", "C", "N", "C", "O", "C", "C", "C", "C", "O", "C", "C", "C", "C", "C", "C", "C", "C", "C", "C", "C", "C", "C", "H", "H", "H", "H", "H", "H", "H", "H", "H", "H", "H", "H", "H", "H", "H", "H", "H", "H", "H", "H", "H", "H", "H", "H", "H", "H", "H"], "positions_angstrom": [[-6.01, -3.93, 1.11], [-6.46, -2.56, 0.62], [-7.62, -2.33, 0.34], [-5.50, -1.60, 0.54], [-4.08, -1.77, 0.72], [-3.37, -1.48, -0.61], [-3.68, -0.16, -1.12], [-2.92, 0.94, -0.76], [-1.89, 0.87, 0.19], [-1.10, 1.97, 0.47], [-1.30, 3.18, -0.18], [-0.54, 4.32, 0.09], [0.76, 4.44, 0.49], [1.17, 5.51, 0.90], [1.64, 3.26, 0.33], [2.59, 3.00, 1.31], [3.48, 1.95, 1.19], [3.44, 1.14, 0.05], [4.26, 0.09, -0.19], [5.28, -0.21, 0.75], [6.11, -1.36, 0.23], [6.40, -1.44, -1.13], [7.18, -2.48, -1.60], [7.69, -3.43, -0.73], [7.40, -3.35, 0.62], [6.61, -2.32, 1.10], [2.50, 1.42, -0.95], [1.62, 2.46, -0.81], [-2.33, 3.26, -1.12], [-3.12, 2.16, -1.40], [-5.12, -0.03, -1.29], [-5.85, -0.29, 0.03], [-5.55, -3.86, 2.09], [-5.32, -4.38, 0.41], [-6.90, -4.55, 1.18], [-3.84, -2.77, 1.06], [-3.74, -1.05, 1.48], [-2.29, -1.60, -0.52], [-3.72, -2.21, -1.36], [-1.69, -0.03, 0.73], [-0.33, 1.89, 1.22], [-1.04, 5.21, 0.05], [2.62, 3.63, 2.19], [4.19, 1.77, 1.98], [5.92, 0.67, 0.90], [4.83, -0.49, 1.72], [6.01, -0.70, -1.80], [7.41, -2.54, -2.66], [8.30, -4.24, -1.11], [7.79, -4.09, 1.30], [6.38, -2.26, 2.15], [2.50, 0.80, -1.83], [0.91, 2.67, -1.60], [-2.51, 4.19, -1.63], [-3.88, 2.26, -2.15], [-5.37, 0.97, -1.65], [-5.44, -0.76, -2.04], [-6.93, -0.26, -0.11], [-5.55, 0.47, 0.77]], "mulliken_charge": [-1.355, 1.101, -0.654, 0.064, -0.560, -1.186, 0.018, 1.178, -0.346, -0.628, -0.180, -0.072, 0.026, -0.670, -0.121, -0.922, -0.175, 0.796, -0.353, -0.497, 0.383, -0.442, -0.490, -0.440, -0.559, -0.518, -0.641, -0.018, -0.856, -0.434, -0.780, -0.892, 0.351, 0.325, 0.339, 0.474, 0.204, 0.526, 0.398, 0.284, 0.441, 0.255, 0.406, 0.432, 0.396, 0.438, 0.375, 0.375, 0.371, 0.383, 0.337, 0.448, 0.417, 0.395, 0.411, 0.332, 0.367, 0.485, 0.261]}

=====

model 2 takes first place; second place is 0.0774 hartree up.

=====

Model 1:
{"formula": "C2H10N4", "method": "ωB97M-V/def2-TZVPD", "charge": 2, "smiles": "C/[NH+]=[NH+]\\CNN", "orbital_gap_ev": [8.77, 8.41], "homo_ev": [-20.017, -19.781], "symbols": ["C", "N", "N", "C", "N", "N", "H", "H", "H", "H", "H", "H", "H", "H", "H", "H"], "positions_angstrom": [[-1.81, -0.19, -0.35], [-0.83, 0.18, 0.61], [-0.04, 1.15, 0.45], [1.05, 1.00, -0.57], [1.64, -0.15, 0.07], [0.94, -1.30, 0.22], [-1.33, -0.62, -1.33], [-2.55, -0.87, 0.00], [-2.37, 0.74, -0.71], [-1.31, -0.11, 1.53], [0.34, 1.60, 1.24], [1.73, 1.89, -0.77], [0.58, 0.72, -1.53], [2.58, -0.18, 0.60], [0.49, -1.87, -0.51], [0.89, -1.97, 1.06]], "mulliken_charge": [-0.739, 0.051, -0.055, -0.385, 0.079, -0.380, 0.290, 0.368, 0.350, 0.412, 0.295, 0.364, 0.343, 0.346, 0.310, 0.351]}

=====

Model 2:
{"formula": "C2H10N4", "method": "ωB97M-V/def2-TZVPD", "charge": 2, "orbital_gap_ev": [8.44, 8.45], "homo_ev": [-16.905, -16.906], "symbols": ["C", "C", "N", "N", "N", "N", "H", "H", "H", "H", "H", "H", "H", "H", "H", "H"], "positions_angstrom": [[-0.66, -0.11, 0.38], [1.61, 0.39, -0.47], [0.24, -0.17, -0.52], [-3.12, -0.55, -0.22], [2.68, -0.25, 0.27], [-3.86, 0.39, 0.03], [-0.26, 0.31, 1.40], [1.93, 0.59, -1.45], [1.42, 1.49, 0.01], [-2.75, -1.04, 0.59], [2.30, -0.53, 1.16], [3.55, 0.50, 0.36], [3.19, -1.09, -0.14], [-0.25, -0.66, -1.37], [-4.51, 0.41, 0.87], [-4.09, 1.07, -0.77]], "mulliken_charge": [-0.165, -0.698, -0.218, -0.164, -0.342, 0.011, 0.174, 0.425, 0.407, 0.386, 0.353, 0.464, 0.398, 0.307, 0.328, 0.337]}

=====

model 2 takes first place; second place is 0.0205 hartree up.

=====

Model 1:
{"formula": "C6H7Cl", "method": "ωB97M-V/def2-TZVPD", "smiles": "C=C(Cl)CC1C=C1", "orbital_gap_ev": 9.82, "homo_ev": -8.823, "symbols": ["C", "C", "Cl", "C", "C", "C", "C", "H", "H", "H", "H", "H", "H", "H"], "positions_angstrom": [[0.48, 0.16, -1.96], [-0.75, 0.28, -1.37], [-1.79, 1.55, -1.59], [-0.76, -0.60, -0.10], [-0.39, 0.29, 1.21], [1.19, 0.60, 1.30], [0.73, -0.44, 2.00], [0.89, 0.55, -2.85], [0.97, -0.78, -1.54], [-0.10, -1.54, 0.07], [-1.76, -0.91, -0.09], [-1.16, 1.00, 1.50], [1.94, 1.26, 0.99], [0.51, -1.42, 2.43]], "mulliken_charge": [-0.846, 0.431, -0.178, -0.852, -0.175, -0.455, -0.444, 0.366, 0.200, 0.375, 0.332, 0.384, 0.436, 0.427]}

=====

Model 2:
{"formula": "C6H7Cl", "method": "ωB97M-V/def2-TZVPD", "smiles": "C=C/C=C/C(=C)Cl", "orbital_gap_ev": 8.76, "homo_ev": -8.560, "symbols": ["C", "C", "C", "C", "C", "C", "Cl", "H", "H", "H", "H", "H", "H", "H"], "positions_angstrom": [[-0.22, 2.42, -1.93], [-0.56, 1.24, -1.35], [0.27, 0.50, -0.41], [-0.10, -0.58, 0.26], [0.58, -1.37, 1.30], [-0.07, -2.30, 2.02], [2.26, -1.12, 1.71], [-0.89, 2.85, -2.68], [0.71, 2.95, -1.68], [-1.49, 0.76, -1.62], [1.28, 0.91, -0.32], [-1.06, -0.98, 0.01], [-1.12, -2.49, 1.88], [0.39, -2.79, 2.82]], "mulliken_charge": [-0.783, -0.083, -0.071, -0.402, 0.640, -0.902, -0.204, 0.253, 0.249, 0.238, 0.252, 0.226, 0.269, 0.318]}

=====

model 2 takes first place; second place is 0.1278 hartree up.

=====

Model 1:
{"formula": "C4H2OS2", "method": "ωB97M-V/def2-TZVPD", "orbital_gap_ev": 7.37, "homo_ev": -9.385, "symbols": ["C", "C", "C", "C", "H", "H", "O", "S", "S"], "positions_angstrom": [[-0.31, 1.69, -0.71], [0.05, 0.33, -0.30], [0.21, -0.86, -0.04], [-0.47, -2.36, -0.18], [0.18, 2.06, 1.77], [-1.72, -2.47, -1.00], [-0.61, 2.01, -1.89], [-0.17, 2.88, 0.64], [0.77, -3.41, 0.72]], "mulliken_charge": [0.379, -0.130, 0.310, -0.223, 0.189, 0.330, -0.486, -0.230, -0.140]}

=====

Model 2:
{"formula": "C4H2OS2", "method": "ωB97M-V/def2-TZVPD", "orbital_gap_ev": 7.40, "homo_ev": -9.600, "symbols": ["C", "C", "C", "C", "H", "H", "O", "S", "S"], "positions_angstrom": [[-1.80, 0.57, -0.13], [-0.37, 0.23, 0.12], [0.82, 0.11, 0.06], [2.24, 0.52, 0.36], [-1.82, -1.75, -0.62], [2.30, 1.81, 1.35], [-2.25, 1.75, -0.27], [-2.93, -1.01, 0.11], [3.69, -0.41, -0.17]], "mulliken_charge": [0.242, 0.033, 0.554, -0.553, 0.191, 0.287, -0.440, -0.207, -0.108]}

=====

model 2 takes first place; second place is 0.0082 hartree up.